No. 1
DFT (the ωB97M-V functional and the def2-TZVPD basis) results for a structure of composition C54H37AsN10O4V in a non-equilibrium geometry.

net charge	0
spin multiplicity	4
frontier orbital gap (spin up / spin down)	4.8 / 7.6	eV
HOMO energy (spin up / spin down)	-5.4 / -8.3	eV
⟨S²⟩	3.8010
DFT total energy	-166214.4229	eV
ΔE to the lowest compared entry with this formula, charge and spin	33.8	kJ/mol

Cartesian coordinates (Å):
1 V -0.355 -0.023 -0.496
2 C -0.042 -0.703 -5.683
3 C 1.067 -1.530 -5.828
4 C 1.950 -1.653 -4.777
5 C 1.687 -0.963 -3.592
6 N 0.626 -0.185 -3.439
7 C -0.210 -0.055 -4.473
8 N 2.648 -1.088 -2.582
9 C 2.505 -1.080 -1.328
10 N 1.362 -1.120 -0.484
11 C 1.792 -1.407 0.798
12 N 1.104 -1.703 1.847
13 C -0.278 -1.786 1.902
14 C -0.793 -2.459 3.019
15 C -2.145 -2.591 3.188
16 C -3.006 -2.058 2.227
17 C -2.451 -1.409 1.158
18 N -1.119 -1.255 0.990
19 C 3.270 -1.403 0.839
20 C 4.148 -1.561 1.895
21 C 5.504 -1.479 1.608
22 C 5.949 -1.254 0.301
23 C 5.050 -1.112 -0.749
24 C 3.705 -1.187 -0.444
25 H -0.753 -0.560 -6.484
26 H 1.243 -2.062 -6.753
27 H 2.833 -2.274 -4.838
28 H -1.064 0.595 -4.312
29 H -0.080 -2.856 3.727
30 H -2.539 -3.099 4.059
31 H -4.080 -2.136 2.310
32 H -3.076 -0.974 0.390
33 H 3.784 -1.736 2.899
34 H 6.230 -1.594 2.403
35 H 7.012 -1.190 0.108
36 H 5.376 -0.944 -1.767
37 O 0.449 1.025 0.952
38 N 1.391 1.857 0.644
39 N 1.376 2.127 -0.584
40 O 0.487 1.600 -1.388
41 C 2.347 3.048 -1.141
42 C 2.373 3.171 -2.515
43 C 3.302 4.039 -3.077
44 C 4.174 4.750 -2.268
45 C 4.126 4.596 -0.886
46 C 3.208 3.739 -0.306
47 H 1.688 2.593 -3.117
48 H 3.342 4.148 -4.152
49 H 4.894 5.425 -2.710
50 H 4.809 5.147 -0.253
51 H 3.158 3.608 0.765
52 O -6.240 -0.905 -5.111
53 N -5.170 -1.457 -4.834
54 O -4.809 -2.505 -5.399
55 C -4.357 -0.881 -3.853
56 C -4.798 0.332 -3.296
57 C -4.082 0.969 -2.293
58 C -4.501 2.170 -1.636
59 C -3.756 2.701 -0.626
60 C -2.556 2.085 -0.242
61 N -2.138 0.976 -0.845
62 C -2.868 0.412 -1.829
63 C -2.399 -0.849 -2.388
64 N -1.246 -1.336 -1.872
65 C -0.781 -2.509 -2.285
66 C -1.433 -3.227 -3.268
67 C -2.588 -2.734 -3.837
68 C -3.136 -1.511 -3.395
69 H -5.727 0.748 -3.656
70 H -5.427 2.637 -1.945
71 H -4.076 3.590 -0.099
72 H -1.923 2.480 0.541
73 H 0.136 -2.850 -1.824
74 H -1.021 -4.172 -3.595
75 H -3.097 -3.276 -4.615
76 C 2.452 3.549 5.862
77 C 2.608 2.327 5.223
78 C 1.532 1.751 4.560
79 C 0.292 2.384 4.552
80 C 0.139 3.609 5.192
81 C 1.220 4.189 5.843
82 As -1.125 1.450 3.600
83 C -1.987 0.544 5.104
84 C -1.513 -0.552 5.811
85 C -2.318 -1.149 6.772
86 C -3.601 -0.664 7.007
87 C -4.073 0.439 6.311
88 C -3.260 1.055 5.364
89 C -3.601 2.275 4.592
90 C -4.775 3.013 4.717
91 C -4.938 4.178 3.983
92 C -3.935 4.617 3.123
93 C -2.770 3.875 2.982
94 C -2.603 2.707 3.715
95 H 3.293 4.006 6.369
96 H 3.567 1.825 5.231
97 H 1.664 0.810 4.034
98 H -0.822 4.109 5.193
99 H 1.097 5.142 6.341
100 H -0.516 -0.937 5.624
101 H -1.950 -1.995 7.337
102 H -4.235 -1.145 7.741
103 H -5.066 0.818 6.514
104 H -5.558 2.690 5.390
105 H -5.848 4.755 4.087
106 H -4.064 5.536 2.566
107 H -1.990 4.221 2.312


No. 2
DFT (the ωB97M-V functional and the def2-TZVPD basis) results for a structure of composition C7H10CuN2O3 in a non-equilibrium geometry.

net charge	-2
spin multiplicity	2
frontier orbital gap (spin up / spin down)	4.8 / 5.9	eV
HOMO energy (spin up / spin down)	1.7 / 0.7	eV
⟨S²⟩	0.7570
DFT total energy	-61176.0013	eV
ΔE to the lowest compared entry with this formula, charge and spin	0.0	kJ/mol

Cartesian coordinates (Å):
1 C 2.294 -0.713 -0.650
2 C 1.431 -1.808 -0.945
3 C 0.759 -2.191 0.265
4 C 1.218 -1.315 1.317
5 C 2.185 -0.421 0.740
6 Cu 0.029 -0.208 -0.050
7 N 0.061 1.566 -0.909
8 C -1.138 1.336 -1.711
9 C -1.144 -0.170 -1.713
10 H 0.135 -3.073 0.391
11 H 1.340 -2.301 -1.912
12 H 1.000 -1.429 2.377
13 H 2.791 0.301 1.283
14 H 2.966 -0.233 -1.361
15 H -0.528 -0.609 -2.507
16 H -1.067 1.713 -2.752
17 H -0.269 2.106 -0.086
18 H -2.081 -0.697 -1.529
19 H -2.012 1.800 -1.198
20 O -1.541 1.365 3.617
21 N -1.728 1.377 2.389
22 O -2.553 2.148 1.840
23 O -1.035 0.525 1.659


No. 3
DFT (the ωB97M-V functional and the def2-TZVPD basis) results for a cluster of 2 separate species, C3H2Cl3NO in total in a non-equilibrium geometry.

net charge	0
frontier orbital gap	10.7	eV
HOMO energy	-11.3	eV
SMILES	N#CC(=O)C(Cl)Cl.Cl
DFT total energy	-44246.7885	eV
ΔE to the lowest compared entry with this formula, charge and spin	17.7	kJ/mol

Cartesian coordinates (Å):
1 N -3.336 -1.209 0.020
2 C -2.192 -1.126 -0.112
3 C -0.682 -1.033 -0.201
4 O 0.051 -1.839 -0.687
5 C -0.252 0.319 0.482
6 Cl -1.300 1.626 -0.130
7 Cl -0.543 -0.144 2.154
8 H 0.810 0.618 0.438
9 Cl 3.140 1.201 -0.640
10 H 4.304 1.586 -1.323


No. 4
DFT (the ωB97M-V functional and the def2-TZVPD basis) results for a cluster of 4 separate species, C37H75N5O17P3S2 in total in a non-equilibrium geometry.

net charge	+1
frontier orbital gap	5.7	eV
HOMO energy	-9.0	eV
DFT total energy	-131371.1137	eV

Cartesian coordinates (Å):
1 C -7.679 2.637 4.951
2 C -6.944 3.727 4.161
3 C -7.361 3.620 2.688
4 O -6.417 2.664 2.101
5 C -6.670 2.392 0.822
6 O -7.212 3.114 0.034
7 C -6.156 1.034 0.370
8 S -4.345 1.121 0.069
9 C -3.873 -0.483 0.584
10 N -4.049 -0.909 1.839
11 C -3.603 -2.215 1.901
12 C -3.640 -3.103 3.093
13 C -3.317 -2.411 4.427
14 O -3.270 -3.442 5.413
15 C -4.369 -1.373 4.879
16 N -3.711 -0.172 5.392
17 N -3.164 -2.532 0.725
18 N -3.330 -1.472 -0.093
19 C -2.978 -1.455 -1.519
20 C -1.813 -2.384 -1.879
21 C -0.794 -1.691 -2.807
22 C -0.164 -2.651 -3.830
23 C 1.358 -2.445 -3.905
24 C 1.745 -1.188 -4.709
25 C 3.027 -0.537 -4.191
26 C 4.283 -1.303 -4.637
27 C 5.535 -0.592 -4.123
28 C 6.828 -1.286 -4.607
29 C 7.867 -1.436 -3.489
30 C 9.277 -1.398 -4.070
31 N 10.310 -1.560 -3.065
32 C 11.351 -2.415 -3.215
33 C 12.145 -2.365 -2.095
34 C 11.519 -1.426 -1.233
35 C 10.405 -0.939 -1.858
36 O -7.308 4.960 4.770
37 C -6.790 6.092 4.181
38 O -7.465 6.705 3.403
39 C -5.416 6.623 4.546
40 S -4.099 5.415 4.818
41 H -7.703 2.933 5.998
42 H -7.231 1.658 4.802
43 H -8.722 2.631 4.629
44 H -5.886 3.477 4.221
45 H -8.347 3.170 2.603
46 H -7.276 4.543 2.124
47 H -6.377 0.254 1.096
48 H -6.623 0.787 -0.577
49 H -4.462 -0.332 2.555
50 H -4.614 -3.597 3.153
51 H -2.900 -3.888 2.947
52 H -2.324 -1.966 4.443
53 H -4.150 -3.832 5.429
54 H -5.137 -1.159 4.117
55 H -4.906 -1.792 5.729
56 H -4.345 0.383 5.948
57 H -3.303 0.386 4.654
58 H -3.872 -1.687 -2.096
59 H -2.691 -0.437 -1.771
60 H -1.310 -2.800 -1.010
61 H -2.215 -3.231 -2.434
62 H 0.005 -1.268 -2.195
63 H -1.255 -0.854 -3.336
64 H -0.348 -3.701 -3.595
65 H -0.539 -2.473 -4.840
66 H 1.761 -2.320 -2.894
67 H 1.853 -3.330 -4.307
68 H 0.940 -0.457 -4.599
69 H 1.884 -1.483 -5.750
70 H 3.069 -0.520 -3.096
71 H 3.113 0.505 -4.510
72 H 4.237 -2.315 -4.224
73 H 4.290 -1.371 -5.728
74 H 5.540 0.433 -4.500
75 H 5.476 -0.561 -3.033
76 H 6.533 -2.261 -5.003
77 H 7.232 -0.734 -5.458
78 H 7.756 -0.606 -2.792
79 H 7.681 -2.380 -2.974
80 H 9.389 -2.174 -4.826
81 H 9.388 -0.435 -4.578
82 H 11.536 -3.038 -4.073
83 H 13.034 -2.941 -1.911
84 H 11.867 -1.131 -0.257
85 H 9.689 -0.224 -1.494
86 H -5.095 7.219 3.696
87 H -5.496 7.322 5.377
88 H -4.351 4.969 6.058
89 C 10.336 -4.653 -0.547
90 O 9.013 -5.025 -0.975
91 P 7.831 -4.816 0.110
92 O 8.138 -3.567 0.830
93 O 8.227 -6.153 0.971
94 C 8.459 -7.387 0.285
95 O 6.223 -4.999 0.298
96 C 5.765 -5.400 1.591
97 H 11.040 -5.147 -1.214
98 H 10.468 -3.582 -0.629
99 H 10.523 -4.982 0.475
100 H 9.530 -7.582 0.245
101 H 8.065 -7.375 -0.732
102 H 7.973 -8.186 0.844
103 H 6.359 -4.941 2.379
104 H 5.791 -6.484 1.689
105 H 4.733 -5.064 1.670
106 C -12.074 1.699 2.280
107 O -11.433 1.660 3.559
108 P -12.285 0.912 4.762
109 O -12.904 -0.216 4.023
110 O -13.288 2.186 4.961
111 C -12.737 3.491 5.183
112 O -12.442 0.367 6.295
113 C -13.755 0.387 6.867
114 H -11.580 2.486 1.710
115 H -11.948 0.751 1.764
116 H -13.132 1.935 2.378
117 H -12.819 4.078 4.269
118 H -11.689 3.451 5.484
119 H -13.312 3.976 5.970
120 H -14.510 0.142 6.123
121 H -13.968 1.359 7.309
122 H -13.756 -0.364 7.653
123 C 7.932 4.285 -2.963
124 O 6.516 4.470 -2.921
125 P 5.682 4.089 -4.308
126 O 6.481 2.889 -4.708
127 O 6.166 5.497 -5.001
128 C 5.843 6.742 -4.366
129 O 4.487 3.872 -5.439
130 C 4.798 4.184 -6.797
131 H 8.345 4.879 -2.148
132 H 8.184 3.239 -2.804
133 H 8.345 4.631 -3.910
134 H 6.732 7.140 -3.878
135 H 5.052 6.634 -3.623
136 H 5.515 7.441 -5.133
137 H 5.825 3.911 -7.036
138 H 4.638 5.241 -6.999
139 H 4.111 3.602 -7.409


No. 5
DFT (the ωB97M-V functional and the def2-TZVPD basis) results for a cluster of 2 separate species, C2H5FIN in total in a non-equilibrium geometry.

net charge	0
frontier orbital gap	7.3	eV
HOMO energy	-8.2	eV
DFT total energy	-14462.5044	eV
ΔE to the lowest compared entry with this formula, charge and spin	52.1	kJ/mol

Cartesian coordinates (Å):
1 C -0.580 -0.529 0.944
2 C 0.120 0.409 0.036
3 N -0.257 0.448 -1.308
4 F 0.448 1.561 0.558
5 I 2.976 -0.248 0.007
6 H -1.690 -0.275 0.861
7 H -0.279 -1.543 0.648
8 H -0.152 -0.355 1.931
9 H 0.313 0.855 -2.045
10 H -0.899 -0.322 -1.632


No. 6
DFT (the ωB97M-V functional and the def2-TZVPD basis) results for a structure of composition C37H43NO2PRu in a non-equilibrium geometry.

net charge	0
spin multiplicity	6
frontier orbital gap (spin up / spin down)	5.4 / 5.9	eV
HOMO energy (spin up / spin down)	-4.9 / -6.2	eV
⟨S²⟩	8.7912
DFT total energy	-56514.3384	eV
ΔE to the lowest compared entry with this formula, charge and spin	0.0	kJ/mol

Cartesian coordinates (Å):
1 O -1.414 1.089 -4.133
2 C -0.045 1.468 -4.470
3 C -0.442 2.814 -5.044
4 H 0.390 0.791 -5.221
5 H 0.572 1.487 -3.573
6 C -1.884 2.386 -4.568
7 H -0.369 2.887 -6.129
8 H -0.010 3.669 -4.526
9 C -2.868 2.245 -5.705
10 H -2.479 1.461 -6.378
11 H -2.929 3.210 -6.228
12 H -3.864 1.993 -5.312
13 C -2.410 3.200 -3.422
14 H -1.605 3.409 -2.703
15 H -3.229 2.656 -2.907
16 H -2.827 4.150 -3.767
17 Ru 0.184 -0.087 0.457
18 C 1.201 2.003 1.216
19 C 2.035 0.940 0.700
20 C 1.794 0.859 -0.733
21 H 2.805 0.399 1.242
22 C 0.964 1.983 -1.065
23 C 0.602 2.666 0.115
24 H -0.027 3.557 0.185
25 H 1.087 2.271 2.262
26 H 2.282 0.151 -1.409
27 H 0.712 2.299 -2.071
28 C -2.010 -0.050 1.368
29 C -2.423 1.022 0.527
30 C -2.236 0.626 -0.810
31 H -2.841 1.966 0.891
32 C -1.672 -0.690 -0.840
33 C -1.632 -1.171 0.526
34 H -1.498 -2.197 0.856
35 H -2.087 -0.079 2.454
36 H -2.567 1.169 -1.693
37 H -1.498 -1.300 -1.728
38 O 0.275 -0.970 -5.917
39 C -0.339 -0.380 -7.127
40 C 0.130 -1.119 -8.397
41 H -0.005 0.673 -7.189
42 H -1.436 -0.413 -6.972
43 C 1.156 -2.152 -7.893
44 H 0.616 -0.437 -9.103
45 H -0.717 -1.596 -8.903
46 C 1.019 -2.135 -6.354
47 H 2.164 -1.844 -8.200
48 H 0.942 -3.149 -8.285
49 H 2.013 -2.116 -5.882
50 H 0.438 -3.027 -6.047
51 N 0.493 -0.631 2.183
52 P 0.657 -0.839 3.811
53 C 2.313 -0.340 4.309
54 C 3.275 -1.297 4.702
55 C 4.601 -0.911 4.925
56 C 4.987 0.430 4.796
57 C 4.028 1.390 4.455
58 C 2.709 1.006 4.200
59 C -0.570 0.045 4.812
60 C -1.809 -0.567 5.099
61 C -2.817 0.137 5.763
62 C -2.607 1.462 6.165
63 C -1.359 2.054 5.943
64 C -0.336 1.339 5.318
65 C 0.425 -2.579 4.176
66 C 0.128 -3.467 3.128
67 C -0.139 -4.815 3.405
68 C -0.072 -5.301 4.715
69 C 0.241 -4.424 5.762
70 C 0.478 -3.068 5.502
71 H 2.993 -2.348 4.789
72 H 5.349 -1.663 5.182
73 H 6.029 0.728 4.944
74 H 4.304 2.443 4.357
75 H 1.996 1.771 3.885
76 H -1.997 -1.596 4.789
77 H -3.779 -0.342 5.952
78 H -3.408 2.027 6.654
79 H -1.184 3.085 6.255
80 H 0.636 1.808 5.208
81 H 0.098 -3.097 2.099
82 H -0.403 -5.485 2.583
83 H -0.263 -6.357 4.921
84 H 0.294 -4.799 6.788
85 H 0.693 -2.390 6.334